Record 1
ORCA calculation (the ωB97M-V functional and the def2-TZVPD basis) on a 12-piece molecular cluster, C17H46FN14O23 overall.

Charge: +1
Highest occupied orbital energy, Ha: -0.4294
Multiplicity: 1
HOMO-LUMO gap, hartree: 0.29128

Element x y z (Å)
C  6.744  -5.122  2.758
C  6.649  -4.139  1.613
F  7.092  -2.891  2.062
C  5.244  -3.949  0.995
C  4.577  -2.657  1.496
N  3.094  -2.829  1.595
C  2.711  -3.816  2.390
N  1.662  -3.712  3.238
O  1.518  -2.562  4.009
N  3.356  -4.990  2.312
C  4.264  -5.123  1.168
H  6.838  -6.144  2.397
H  5.898  -5.061  3.446
H  7.641  -4.894  3.330
H  7.337  -4.431  0.820
H  5.363  -3.864  -0.085
H  4.767  -1.819  0.839
H  4.928  -2.387  2.491
H  2.584  -1.953  1.714
H  0.929  -4.401  3.314
H  2.273  -2.572  4.614
H  3.612  -5.388  3.205
H  4.728  -6.103  1.206
H  3.616  -5.116  0.293
C  1.509  0.386  -0.988
N  2.115  0.760  0.320
O  2.047  1.902  0.680
O  2.676  -0.137  0.950
H  1.055  1.273  -1.410
H  2.310  -0.012  -1.605
H  0.766  -0.381  -0.790
C  -0.697  3.796  0.441
N  -1.645  2.873  -0.233
O  -1.181  2.010  -0.965
O  -2.825  2.999  -0.003
H  0.306  3.534  0.133
H  -0.937  4.818  0.168
H  -0.843  3.641  1.505
C  -5.423  2.842  1.579
N  -6.808  2.331  1.783
O  -7.722  2.939  1.269
O  -6.922  1.326  2.457
H  -5.474  3.733  0.967
H  -5.013  3.043  2.564
H  -4.854  2.054  1.097
C  3.093  7.014  1.345
N  2.107  6.102  0.708
O  2.518  5.197  0.011
O  0.930  6.318  0.930
H  4.084  6.683  1.061
H  2.879  8.019  0.995
H  2.932  6.966  2.417
C  -2.312  2.073  -4.170
N  -1.607  2.271  -5.465
O  -2.077  3.057  -6.261
O  -0.595  1.624  -5.639
H  -3.186  2.712  -4.150
H  -2.577  1.021  -4.110
H  -1.608  2.318  -3.382
C  -2.339  2.921  -9.599
N  -3.421  2.613  -10.573
O  -4.418  2.060  -10.161
O  -3.229  2.925  -11.733
H  -2.653  2.585  -8.620
H  -1.447  2.403  -9.941
H  -2.176  3.994  -9.623
C  -2.952  0.238  -13.535
N  -3.330  -1.202  -13.492
O  -4.017  -1.642  -14.389
O  -2.917  -1.843  -12.546
H  -3.381  0.678  -14.427
H  -3.347  0.702  -12.638
H  -1.868  0.280  -13.540
C  0.006  -4.692  6.148
N  -0.564  -6.060  5.984
O  -1.370  -6.220  5.087
O  -0.164  -6.915  6.738
H  -0.451  -4.046  5.409
H  -0.202  -4.354  7.159
H  1.079  -4.794  6.007
C  -1.102  -0.544  3.760
N  -1.554  0.593  2.912
O  -0.713  1.418  2.595
O  -2.723  0.634  2.610
H  -0.035  -0.436  3.905
H  -1.654  -0.481  4.694
H  -1.358  -1.462  3.240
C  1.037  9.634  5.209
N  1.731  9.740  3.896
O  1.315  10.542  3.093
O  2.686  9.004  3.716
H  0.221  10.346  5.216
H  0.689  8.610  5.304
H  1.774  9.849  5.977
C  -3.924  -8.192  4.644
N  -5.262  -8.479  4.055
O  -5.600  -7.831  3.086
O  -5.920  -9.346  4.589
H  -3.464  -7.402  4.067
H  -4.082  -7.899  5.678
H  -3.349  -9.112  4.607

Atomic partial charges in e from the Löwdin method, atoms 1 to 99: C -0.02; C -0.32; F -0.02; C -0.20; C -0.06; N 0.15; C -0.34; N 0.04; O 0.01; N 0.13; C -0.10; H 0.09; H 0.07; H 0.10; H 0.15; H 0.15; H 0.13; H 0.14; H 0.12; H 0.16; H 0.13; H 0.16; H 0.13; H 0.14; C 0.06; N -0.40; O 0.12; O 0.00; H 0.08; H 0.11; H 0.11; C 0.04; N -0.41; O 0.02; O 0.07; H 0.06; H 0.09; H 0.09; C 0.03; N -0.45; O 0.07; O 0.06; H 0.09; H 0.10; H 0.08; C 0.05; N -0.43; O 0.07; O 0.05; H 0.10; H 0.10; H 0.08; C 0.05; N -0.45; O 0.06; O 0.06; H 0.10; H 0.11; H 0.07; C 0.05; N -0.45; O 0.08; O 0.04; H 0.07; H 0.10; H 0.10; C 0.04; N -0.45; O 0.07; O 0.05; H 0.10; H 0.07; H 0.10; C 0.04; N -0.45; O 0.06; O 0.10; H 0.08; H 0.11; H 0.09; C 0.04; N -0.43; O 0.06; O 0.09; H 0.08; H 0.11; H 0.10; C 0.05; N -0.44; O 0.09; O 0.03; H 0.10; H 0.10; H 0.10; C 0.03; N -0.46; O 0.07; O 0.07; H 0.07


Record 2
ORCA calculation (the ωB97M-V functional and the def2-TZVPD basis) on a 11-piece molecular cluster, C17H47ClN21O17S overall.

Charge: -1
Highest occupied orbital energy, Ha: -0.1691
Energy relative to the best compared isomer or geometry (same formula, charge and spin), kcal per mole: 89.30
Multiplicity: 1
HOMO-LUMO gap, hartree: 0.22768

Element x y z (Å)
C  3.667  2.098  0.193
C  2.165  1.697  0.699
Cl  2.273  0.068  1.539
C  1.260  1.617  -0.647
C  -0.296  1.894  -0.421
O  -1.121  2.469  -1.468
C  -0.581  2.193  -2.768
N  0.101  2.449  -3.745
O  -0.848  0.539  -0.296
S  -2.389  0.620  0.397
O  -3.574  0.785  -0.510
O  -2.674  -0.610  1.231
O  -2.122  2.039  1.262
C  -0.821  2.655  0.894
C  -1.291  4.191  0.588
O  -0.575  5.018  -0.087
O  -2.516  4.621  1.096
H  4.298  2.395  1.103
H  3.513  3.066  -0.431
H  4.134  1.289  -0.455
H  1.857  2.555  1.400
H  1.348  0.521  -1.014
H  1.778  2.280  -1.416
H  -0.231  2.470  1.870
C  6.263  -0.825  0.313
O  5.550  0.170  0.312
N  7.236  -1.025  1.235
N  6.140  -1.810  -0.607
H  7.832  -1.833  1.253
H  7.358  -0.312  1.936
H  5.423  -1.694  -1.311
H  6.714  -2.634  -0.625
C  8.986  2.254  -0.751
O  9.702  1.313  -0.434
N  7.639  2.218  -0.636
N  9.482  3.415  -1.247
H  7.035  2.979  -0.890
H  7.230  1.371  -0.270
H  10.481  3.481  -1.348
H  8.912  4.199  -1.513
C  -4.548  0.912  4.086
O  -3.411  1.357  4.060
N  -5.478  1.332  4.984
N  -4.984  -0.037  3.226
H  -6.417  0.980  5.022
H  -5.193  2.039  5.643
H  -4.321  -0.374  2.537
H  -5.916  -0.413  3.236
C  5.616  -0.510  -3.898
O  4.959  -0.420  -2.869
N  6.804  -1.160  -3.953
N  5.215  0.030  -5.071
H  7.357  -1.245  -4.786
H  7.140  -1.577  -3.099
H  4.335  0.523  -5.073
H  5.739  -0.033  -5.925
C  8.555  7.424  -0.546
O  7.693  7.009  -1.305
N  8.274  7.908  0.688
N  9.871  7.437  -0.871
H  8.968  8.253  1.325
H  7.306  7.915  0.968
H  10.121  7.085  -1.781
H  10.595  7.773  -0.263
C  3.622  -3.516  -5.823
O  4.662  -3.566  -6.465
N  2.436  -3.949  -6.318
N  3.564  -3.025  -4.563
H  1.572  -3.917  -5.809
H  2.438  -4.322  -7.254
H  4.426  -2.693  -4.160
H  2.721  -2.975  -4.020
C  -4.213  5.338  -4.017
O  -4.926  6.332  -4.022
N  -3.244  5.137  -3.096
N  -4.333  4.348  -4.938
H  -2.649  4.328  -3.077
H  -3.121  5.849  -2.393
H  -5.044  4.460  -5.642
H  -3.758  3.525  -4.952
C  -8.378  -1.809  5.791
O  -7.605  -1.867  4.846
N  -7.997  -1.386  7.021
N  -9.679  -2.162  5.688
H  -8.616  -1.331  7.809
H  -7.033  -1.114  7.136
H  -9.997  -2.483  4.785
H  -10.331  -2.123  6.449
C  -7.937  -4.752  2.964
O  -8.952  -4.121  2.694
N  -7.740  -6.029  2.549
N  -6.927  -4.232  3.698
H  -6.917  -6.565  2.759
H  -8.470  -6.452  1.999
H  -7.037  -3.278  4.027
H  -6.089  -4.735  3.930
C  -8.523  -9.727  1.438
O  -7.384  -9.290  1.400
N  -9.441  -9.299  2.340
N  -8.970  -10.679  0.583
H  -10.382  -9.646  2.389
H  -9.146  -8.591  2.995
H  -8.317  -11.023  -0.103
H  -9.902  -11.052  0.598

Atomic partial charges in e from the Löwdin method, atoms 1 to 99: C -0.16; C -0.65; Cl 0.55; C -0.10; C -0.37; O -0.01; C -0.18; N 0.15; O -0.18; S 0.83; O -0.29; O -0.32; O -0.20; C -0.09; C -0.50; O -0.09; O -0.16; H 0.08; H 0.09; H 0.05; H 0.11; H 0.14; H 0.12; H 0.17; C -0.67; O -0.03; N 0.17; N 0.16; H 0.10; H 0.11; H 0.07; H 0.10; C -0.71; O 0.00; N 0.18; N 0.15; H 0.10; H 0.06; H 0.10; H 0.08; C -0.70; O 0.03; N 0.14; N 0.17; H 0.08; H 0.10; H 0.07; H 0.08; C -0.71; O 0.01; N 0.17; N 0.17; H 0.10; H 0.09; H 0.12; H 0.10; C -0.71; O 0.02; N 0.15; N 0.14; H 0.09; H 0.11; H 0.10; H 0.09; C -0.70; O 0.00; N 0.15; N 0.17; H 0.10; H 0.10; H 0.08; H 0.10; C -0.71; O 0.00; N 0.18; N 0.14; H 0.08; H 0.12; H 0.10; H 0.09; C -0.66; O 0.00; N 0.16; N 0.17; H 0.10; H 0.11; H 0.11; H 0.10; C -0.70; O 0.00; N 0.15; N 0.16; H 0.09; H 0.09; H 0.05; H 0.10; C -0.70; O 0.02; N 0.15


Record 3
ORCA calculation (the ωB97M-V functional and the def2-TZVPD basis) on C17H47IrN8O5P2Si as an isolated structure.

Charge: +3
Highest occupied orbital energy (alpha / beta), Ha: -0.6176 / -0.6175
⟨S²⟩: 0.75
Energy relative to the best compared isomer or geometry (same formula, charge and spin), kcal per mole: 0.00
Multiplicity: 2
HOMO-LUMO gap (alpha / beta), hartree: 0.30882 / 0.25858

Element x y z (Å)
Ir  -0.154  0.538  -0.066
C  0.503  5.142  -0.103
N  -0.223  3.988  -0.650
C  0.465  3.108  -1.569
P  -1.565  3.415  0.060
O  -1.696  1.957  -0.376
O  -1.395  3.432  1.662
P  -0.510  2.463  2.604
O  0.267  1.507  1.716
N  -1.459  1.621  3.595
C  -2.119  2.304  4.716
C  -1.662  0.173  3.547
N  0.409  3.508  3.416
C  0.239  4.960  3.529
C  1.267  2.921  4.459
N  -2.831  4.353  -0.190
C  -4.074  4.098  0.558
C  -2.907  5.452  -1.161
H  0.965  5.704  -0.912
H  1.271  4.832  0.609
H  -0.197  5.806  0.402
H  1.372  3.597  -1.920
H  -0.152  2.846  -2.425
H  0.841  2.159  -1.089
H  -2.058  3.385  4.599
H  -1.659  2.020  5.664
H  -3.172  2.027  4.740
H  -1.180  -0.252  2.671
H  -2.730  -0.047  3.519
H  -1.234  -0.290  4.438
H  -0.498  5.321  2.821
H  1.193  5.454  3.347
H  -0.093  5.215  4.537
H  1.357  1.843  4.323
H  0.858  3.118  5.451
H  2.263  3.357  4.395
H  -3.920  3.316  1.300
H  -4.860  3.783  -0.126
H  -4.385  5.008  1.070
H  -1.942  5.609  -1.636
H  -3.208  6.363  -0.646
H  -3.644  5.219  -1.929
N  -0.710  -0.492  -1.773
C  -0.364  -1.940  -1.621
C  -1.241  -2.892  -2.425
C  -2.685  -3.090  -1.918
C  -3.087  -4.567  -1.924
N  -2.407  -5.283  -0.846
C  -2.957  -6.091  0.055
N  -2.312  -6.309  1.201
N  -4.134  -6.671  -0.172
C  -0.304  -2.278  -0.139
O  -0.374  -3.404  0.273
O  -0.135  -1.237  0.687
H  -1.721  -0.387  -1.877
H  -0.317  -0.158  -2.650
H  0.662  -2.037  -1.976
H  -0.708  -3.845  -2.442
H  -1.243  -2.560  -3.466
H  -3.389  -2.554  -2.556
H  -2.812  -2.698  -0.905
H  -2.823  -5.010  -2.886
H  -4.164  -4.665  -1.794
H  -1.452  -5.002  -0.657
H  -1.526  -5.734  1.460
H  -2.547  -7.085  1.798
H  -4.470  -6.799  -1.113
H  -4.578  -7.225  0.543
C  2.595  -0.555  1.840
Si  2.404  0.197  0.171
C  3.137  1.891  0.001
C  2.939  -0.938  -1.193
H  3.663  -0.733  2.005
H  2.086  -1.515  1.916
H  2.239  0.102  2.632
H  4.197  1.807  0.269
H  2.688  2.614  0.682
H  3.108  2.261  -1.023
H  4.033  -0.984  -1.144
H  2.700  -0.576  -2.195
H  2.598  -1.967  -1.071

How positive or negative is each atom? The Löwdin charges in e answer that: Ir 1.29; C -0.04; N -0.27; C -0.09; P 0.51; O -0.38; O -0.24; P 0.51; O -0.43; N -0.28; C -0.05; C -0.05; N -0.28; C -0.06; C -0.05; N -0.28; C -0.05; C -0.04; H 0.11; H 0.09; H 0.09; H 0.11; H 0.10; H 0.00; H 0.09; H 0.10; H 0.10; H 0.05; H 0.10; H 0.10; H 0.07; H 0.10; H 0.10; H 0.08; H 0.10; H 0.10; H 0.08; H 0.10; H 0.10; H 0.08; H 0.10; H 0.10; N -0.02; C -0.26; C -0.12; C -0.15; C -0.14; N 0.09; C -0.42; N 0.22; N 0.23; C -0.53; O 0.13; O -0.20; H 0.13; H 0.13; H 0.14; H 0.13; H 0.14; H 0.12; H 0.12; H 0.14; H 0.13; H 0.12; H 0.13; H 0.14; H 0.14; H 0.14; C -0.17; Si 0.58; C -0.18; C -0.18; H 0.07; H 0.04; H 0.03; H 0.07; H 0.03; H 0.04; H 0.07; H 0.05; H 0.04


| no. | calculated total energy (eV) |
| --- | --- |
| 1 | -89007.913 |
| 2 | -107855.629 |
| 3 | -69827.703 |